(1)
{
  "formula": "C12H38N2O8",
  "method": "wB97M-V/def2-TZVPD",
  "homo_ha": -0.312,
  "largest_force_ev_per_a": 11.9,
  "lumo_energy_ev": 0.15,
  "relative_energy_kcal_mol": 296.6,
  "elements": ["O", "H", "H", "O", "H", "H", "C", "C", "O", "O", "H", "H", "H", "H", "H", "H", "C", "C", "O", "O", "H", "H", "H", "H", "H", "H", "C", "C", "C", "O", "C", "N", "H", "H", "H", "H", "H", "H", "H", "H", "H", "H", "H", "C", "C", "C", "O", "C", "N", "H", "H", "H", "H", "H", "H", "H", "H", "H", "H", "H"],
  "xyz": [[-1.398306, 3.342765, 2.068927], [-0.964516, 2.995115, 1.289697], [-0.942026, 2.929705, 2.802007], [0.376584, 4.142855, -1.948603], [0.339394, 5.078385, -1.749553], [-0.048696, 3.721495, -1.201723], [-1.202886, 2.660895, -0.396593], [-0.894276, 1.189795, -0.168333], [-0.012816, 1.008285, 0.969267], [0.011674, 3.374255, -0.225113], [-2.014316, 3.145845, 0.146077], [-1.682516, 2.842015, -1.358493], [-0.348266, 0.870855, -1.056173], [-1.843836, 0.680035, -0.005293], [0.261734, 0.095505, 0.854927], [0.586814, 2.805525, 0.291957], [0.313054, -2.057195, 1.629167], [-0.879886, -2.854765, 2.154967], [-2.014726, -2.759105, 1.282047], [0.949024, -2.715595, 0.429477], [1.101474, -2.012475, 2.380497], [0.018254, -1.023735, 1.447047], [-1.153506, -2.549205, 3.164847], [-0.500526, -3.874735, 2.216957], [-2.611506, -2.068365, 1.579247], [0.268544, -3.206495, -0.036963], [-3.362466, 1.634765, -1.488743], [-2.615776, 1.195965, -2.746803], [-2.036206, -0.208455, -2.683843], [-1.260496, -0.399415, -1.488783], [-0.997396, -1.738875, -1.102743], [-3.384376, 1.366405, -3.923923], [-3.064656, 1.065335, -0.608313], [-4.447826, 1.594665, -1.580883], [-3.261226, 2.711875, -1.355703], [-1.722326, 1.820095, -2.728963], [-1.376716, -0.527895, -3.490773], [-2.933896, -0.813875, -2.809223], [-0.385196, -2.289315, -1.817113], [-1.956176, -2.207595, -0.881053], [-0.499666, -1.672785, -0.135263], [-4.198336, 0.834945, -3.649843], [-3.747486, 2.303885, -3.826983], [1.814054, -0.099585, 2.101987], [2.580274, -0.402485, 0.797497], [3.597434, -1.523085, 0.824587], [4.596614, -1.422685, 1.787207], [5.530104, -2.502455, 1.739277], [1.642604, -0.421315, -0.325523], [2.515684, 0.312915, 2.827007], [1.478064, -0.993205, 2.627957], [1.021094, 0.647545, 2.068157], [3.267574, 0.367905, 0.447857], [3.966614, -1.665675, -0.191033], [2.881344, -2.305175, 1.076877], [6.482864, -2.155945, 2.139637], [5.674074, -3.031625, 0.797287], [5.201594, -3.309435, 2.394217], [1.113764, -1.272775, -0.201183], [2.172554, -0.654285, -1.153163]],
  "forces_ev_per_angstrom": [[-0.21, 0.21, 1.26], [0.04, 0.29, 1.09], [0.05, -0.01, 0.31], [1.85, 4.11, -8.57], [0.14, 0.26, -0.32], [0.88, 1.57, -3.68], [-1.24, -0.19, 0.16], [0.44, 2.91, 1.78], [-3.32, 1.86, -1.46], [-2.17, -4.37, 10.87], [0.18, -0.39, 0.71], [2.05, 0.02, -0.28], [0.33, 0.94, 1.15], [1.32, 0.05, 0.67], [0.35, 1.14, -0.95], [0.78, -0.35, 0.00], [-0.93, -3.43, -0.49], [0.23, 0.38, -0.51], [0.32, -0.77, 0.57], [-0.88, -1.01, 2.73], [-1.23, -2.22, -0.84], [-0.25, -1.24, 0.08], [0.16, 0.17, 0.06], [-0.58, -0.31, -0.11], [0.08, 0.07, 0.18], [-0.06, -0.36, 0.15], [-1.69, -0.24, -0.15], [2.64, 0.38, 1.55], [-0.15, -0.95, 0.02], [-2.08, -3.93, -3.60], [-1.40, 0.99, 0.00], [-0.69, 0.02, -0.36], [-0.81, 0.66, -0.37], [-0.24, -0.80, -0.30], [-0.07, -0.28, 0.19], [0.02, 0.33, -0.85], [-0.16, 0.70, -0.58], [-0.08, -1.01, 0.71], [0.01, -0.05, -0.25], [0.16, -0.50, -0.49], [-0.95, 0.43, -1.38], [-0.71, -0.45, -0.78], [-0.02, 0.52, -0.63], [3.43, 1.02, 2.60], [1.07, 2.54, -0.55], [-2.35, -1.68, 0.52], [0.86, 0.21, -0.45], [-0.24, -0.28, 0.95], [0.69, -0.76, -0.54], [0.51, 0.25, -0.10], [1.51, 2.75, 0.33], [1.36, -0.61, 0.74], [-0.31, 1.36, 1.03], [0.27, -0.07, -0.09], [0.98, -1.37, -0.13], [-0.05, 0.14, -0.24], [-0.10, 0.73, -0.56], [-0.23, -0.05, 0.35], [0.34, 0.30, -0.68], [0.15, 0.34, -0.48]]
}


(2)
{
  "formula": "C12H38N4O7",
  "method": "wB97M-V/def2-TZVPD",
  "homo_ha": [0.021, -0.246],
  "total_charge": -1,
  "spin_multiplicity": 2,
  "s_squared": 0.75,
  "largest_force_ev_per_a": 8.3,
  "lumo_energy_ev": [2.65, 2.54],
  "elements": ["C", "C", "O", "H", "H", "H", "H", "H", "H", "C", "C", "O", "H", "H", "H", "H", "H", "H", "C", "C", "O", "H", "H", "H", "H", "H", "H", "C", "C", "O", "H", "H", "H", "H", "H", "H", "C", "C", "O", "H", "H", "H", "H", "H", "H", "C", "O", "N", "N", "H", "H", "H", "H", "C", "O", "N", "N", "H", "H", "H", "H"],
  "xyz": [[3.600186, 0.123719, -0.880311], [4.899194, -0.666041, -0.813418], [4.673053, -1.545636, 0.326479], [3.512948, 0.848609, -1.689640], [3.668821, 0.812073, -0.037947], [2.633649, -0.379468, -0.853635], [5.697242, 0.038739, -0.579967], [5.258720, -1.262275, -1.652072], [5.461682, -1.560941, 0.873691], [-3.071564, 3.381481, -1.979148], [-4.229497, 4.401892, -1.759018], [-3.988817, 4.776261, -0.380467], [-3.210650, 2.467877, -1.401156], [-2.133482, 3.852610, -1.685652], [-3.043083, 3.121268, -3.037249], [-5.213650, 3.936894, -1.816669], [-4.188142, 5.305169, -2.367687], [-4.022608, 5.723229, -0.226481], [2.308395, 3.103375, 2.824350], [1.084389, 2.792698, 3.595494], [1.403704, 2.367589, 4.931620], [3.085856, 2.340807, 2.778069], [2.649668, 4.003150, 3.336256], [1.954987, 3.101169, 1.793233], [0.559793, 1.924249, 3.197128], [0.342442, 3.590485, 3.561561], [0.992973, 3.005677, 5.519629], [-0.876764, -3.559240, 1.200838], [-0.631890, -4.428823, -0.034239], [-1.688045, -4.468124, -0.936322], [-1.080299, -2.497447, 1.062034], [-0.027242, -3.650924, 1.877604], [-1.797905, -3.950422, 1.632788], [-0.483669, -5.458601, 0.290854], [0.303253, -4.289758, -0.576707], [-2.400058, -4.905386, -0.463628], [-2.277972, -0.765213, -4.125733], [-2.532599, -1.965936, -3.276203], [-1.338598, -2.620602, -2.977551], [-2.057435, -1.142406, -5.124321], [-1.671518, 0.054115, -3.739709], [-3.189051, -0.197514, -4.314817], [-3.234839, -2.665659, -3.729363], [-2.965368, -1.622637, -2.336553], [-1.445949, -2.978391, -2.093207], [1.509972, -1.507271, 3.247724], [2.182007, -1.931582, 4.160982], [1.781635, -1.641692, 2.034868], [0.380844, -0.916678, 3.321943], [1.289547, -0.966462, 1.467414], [2.643937, -2.074154, 1.735700], [-0.070670, -0.480365, 2.530815], [0.084914, -0.671096, 4.255871], [-0.243735, 0.221063, -0.244392], [-0.357747, 0.274844, 0.939790], [0.284369, -0.751457, -0.893293], [-0.446575, 1.135040, -1.173937], [0.376554, -0.625825, -1.891197], [0.483752, -1.621891, -0.421397], [-0.455425, 1.035632, -2.179001], [-0.733640, 2.030201, -0.804645]],
  "forces_ev_per_angstrom": [[0.23, 1.28, -0.46], [-0.72, -0.29, 1.10], [0.48, 0.00, -0.32], [0.31, -0.28, -0.57], [-0.36, -0.22, 0.43], [0.53, -0.48, 0.11], [0.12, 0.06, 0.03], [-0.56, 0.01, -0.29], [0.04, -0.07, 0.01], [-1.06, 0.82, -0.96], [1.54, -0.59, 1.63], [-0.52, 0.15, 0.38], [-0.16, 0.15, 0.05], [-0.03, -0.02, -0.12], [0.28, -0.25, -0.08], [-0.02, 0.02, -0.22], [0.13, -0.28, -0.39], [-0.17, 0.02, -0.30], [-0.20, -0.05, -0.23], [-0.86, -2.42, 0.49], [-0.19, 0.83, 0.36], [-0.15, -0.19, 0.75], [0.69, 0.37, -1.06], [0.33, 1.21, -0.29], [-0.01, 0.00, -0.50], [0.24, 0.35, 0.20], [0.12, -0.13, 0.25], [-0.08, -0.32, -0.39], [1.21, -0.65, 0.92], [-0.88, 0.26, -0.61], [0.25, 0.02, -0.50], [-0.21, -0.04, 0.18], [0.07, -0.10, 0.51], [0.07, -0.22, 0.59], [-0.10, 0.87, -0.18], [-0.35, 0.10, -0.23], [-1.21, 0.27, -1.30], [-0.36, 0.72, 1.10], [0.97, -0.20, -0.15], [0.94, 0.47, -0.08], [0.79, -0.67, -0.02], [-0.65, -0.21, 0.18], [-0.21, 0.08, -0.29], [-0.37, -0.01, 0.21], [0.06, -0.44, 0.01], [1.31, -1.13, 3.71], [0.98, -0.76, 2.01], [2.91, -1.19, -7.73], [-5.37, 2.84, 3.41], [0.60, -0.37, -0.83], [-0.04, 0.48, -0.09], [-0.07, 0.00, 0.10], [-0.10, 0.15, -0.26], [0.56, 0.70, -2.65], [-0.90, 0.81, 3.60], [2.00, -5.35, -1.11], [-2.11, 4.86, 0.79], [0.27, -0.92, 0.06], [-0.02, -0.04, -0.47], [0.14, -0.20, -0.04], [-0.11, 0.18, -0.44]]
}


Results for energy: -1190.8675, -1225.6042 (in Ha, following the order of the records).